{"formula": "C4H6N2S2", "method": "the ωB97M-V functional and the def2-TZVPD basis", "species": ["S", "S", "N", "N", "C", "C", "C", "C", "H", "H", "H", "H", "H", "H"], "coordinates": [[0.84, -2.32, 1.06], [0.63, 1.11, -2.17], [-2.00, 0.83, 0.79], [-0.93, 0.01, 1.15], [1.41, -0.82, 0.61], [0.01, 0.10, -1.07], [0.29, 0.26, 0.44], [-1.84, 2.03, 0.43], [-1.14, -0.87, 1.48], [-2.74, 2.62, 0.10], [-0.82, 2.57, 0.27], [0.59, 1.27, 0.72], [-0.64, -0.85, -1.23], [2.46, -0.60, 0.32]], "total_energy_ha": -1061.7680, "homo_lumo_gap_ev": 7.3, "relative_energy_kj_mol": 389.04, "fmax_ev_per_a": 3.76, "homo_ev": -8.737, "smiles": "C=NNC(C=S)C=S"}